Run w
15
Properties=species:S:1:pos:R:3 method="wB97M-V/def2-TZVPD" homo_energy_ha=-0.253 charge=0
C -0.47334 1.88199 0.66608
N 1.03384 -0.08328 0.69060
C -0.26496 0.40458 0.48825
N 1.54366 -0.82333 -0.72144
N -0.82822 -1.66693 -0.49748
C -1.20311 -0.46319 -0.03767
H 0.95965 -0.96079 1.20859
H 2.42960 -1.27866 -0.53186
H 1.66766 -0.07711 -1.39558
H -1.56921 -2.18042 -0.95561
H 0.52939 -1.47268 -0.85592
H -2.22212 -0.10608 -0.19561
H 0.07638 2.47634 -0.07450
H -1.53181 2.12947 0.55928
H -0.14739 2.22008 1.65286

---

Run x
15
Properties=species:S:1:pos:R:3 method="wB97M-V/def2-TZVPD" homo_energy_ha=-0.334 charge=0
H -1.86205 -1.93639 -1.38686
N -1.73739 -1.27278 -0.63156
C -0.54888 -0.83572 -0.53605
N 0.47592 -1.02461 -1.47213
N -0.15944 -0.11462 0.58304
C 0.46140 1.20063 0.34372
C 1.11643 1.76305 1.58920
H 1.18177 -1.71366 -1.24631
H 0.07862 -1.27701 -2.36797
H -0.95616 -0.06008 1.20489
H -0.32077 1.91401 0.06457
H 1.12406 1.13553 -0.51303
H 1.69563 2.65180 1.33232
H 1.83051 1.10844 2.07431
H 0.37291 1.97466 2.34938

---

Which of them is least stable? Easy: run w.

---

Run w
17
Properties=species:S:1:pos:R:3 method="wB97M-V/def2-TZVPD" homo_energy_ha=-0.348 smiles="C=C1COC1.[H][H].C=O" charge=0
C 0.07501 -1.36706 0.00595
C -0.75630 -0.34236 0.08623
C -1.83942 0.25172 -0.77583
O -2.29212 1.05130 0.33067
C -1.25606 0.54514 1.19481
H 0.61828 -1.69787 0.88518
H 0.20735 -1.92643 -0.91662
H -2.57767 -0.49834 -1.08510
H -1.55859 0.86433 -1.64264
H -0.58696 1.34325 1.54070
H -1.64655 -0.00424 2.05877
H 1.08544 1.63618 -0.20146
H 0.43111 1.65366 -0.55586
C 2.51873 -0.38033 -0.23617
O 2.62573 0.52628 0.55148
H 2.76230 -1.42123 0.04348
H 2.18972 -0.23401 -1.28359

---

Run x
17
Properties=species:S:1:pos:R:3 method="wB97M-V/def2-TZVPD" homo_energy_ha=-0.342 charge=0
C -2.10514 -0.41937 -0.05247
C -0.68252 -0.41934 0.45671
O 0.12398 -1.28687 -0.38792
C 1.34195 -0.71664 -0.55248
C 1.54181 0.26640 0.56287
C 0.10570 0.91916 0.47151
O -0.08954 1.66436 -0.69069
H -2.42847 -1.44858 -0.24654
H -2.19997 0.17402 -0.96522
H -2.76083 0.00366 0.71408
H -0.63645 -0.85908 1.46270
H 1.27638 0.23186 -1.81857
H 2.09817 -1.42599 -0.87405
H 1.56965 -0.16489 1.57744
H 2.46464 0.83331 0.40818
H -0.11254 1.48235 1.39733
H 0.49317 1.16563 -1.46288

---

Run y
17
Properties=species:S:1:pos:R:3 method="wB97M-V/def2-TZVPD" homo_energy_ha=-0.343 smiles=COC[C@H]1C[C@H]1O charge=0
C -1.64238 -1.06041 -1.01680
O -1.29764 -0.79025 0.32713
C -0.93028 0.57072 0.52049
C 0.45352 0.93211 -0.01376
C 1.62274 0.94101 0.94707
C 1.54378 -0.11646 -0.10256
O 1.31474 -1.44915 0.23179
H -2.59227 -0.56364 -1.25954
H -1.76049 -2.14306 -1.11950
H -0.86173 -0.71205 -1.70660
H -1.69377 1.20436 0.04852
H -0.98007 0.73135 1.59995
H 0.46200 1.68046 -0.80363
H 2.36864 1.72291 0.88189
H 1.39589 0.60695 1.95452
H 2.22542 -0.03073 -0.94647
H 0.37191 -1.52409 0.45749

---

Run z
17
Properties=species:S:1:pos:R:3 method="wB97M-V/def2-TZVPD" homo_energy_ha=-0.289 smiles="COCC/C=C/O" charge=0
C 1.04249 1.06971 0.76058
O 0.86110 -0.03793 1.63058
C 0.97637 -1.29678 1.01591
C 0.34440 -1.19035 -0.37084
C -0.99809 -0.54244 -0.55863
C -1.35133 0.78319 -0.67266
O -2.10948 1.09767 -1.76764
H 0.25689 1.25428 -0.28756
H 2.09610 1.09649 0.43272
H 0.80875 1.92566 1.39777
H 2.03230 -1.60821 0.89251
H 0.48922 -2.03469 1.66696
H 0.34428 -2.17623 -0.84790
H 1.05241 -0.55250 -0.92262
H -1.79399 -1.19027 -0.90454
H -1.48834 1.46570 0.16470
H -2.56306 1.93668 -1.62933

---

Which of them is least stable? Easy: run z.

---

Run w
17
Properties=species:S:1:pos:R:3 method="wB97M-V/def2-TZVPD" homo_energy_ha=-0.312 charge=0
C 2.09515 -0.03980 -0.51905
C 1.02941 -0.26329 0.51130
O -0.09678 1.65414 -0.40003
C -1.24457 1.10576 -0.39162
C -1.59020 0.28783 0.75913
C -0.02361 -1.13195 0.42657
O -0.39505 -1.75234 -0.74061
H 2.32952 1.02170 -0.61158
H 1.81481 -0.40776 -1.51060
H 3.00567 -0.57556 -0.21731
H 1.22945 0.14142 1.50024
H -1.74520 0.78386 -1.32865
H -2.14484 1.67058 0.22283
H -1.23948 0.65832 1.71935
H -2.50837 -0.30135 0.76111
H -0.41992 -1.64854 1.29762
H -0.09598 -1.20302 -1.47873

---

Run x
17
Properties=species:S:1:pos:R:3 method="wB97M-V/def2-TZVPD" homo_energy_ha="-0.278 / -0.285" charge=0
O -1.61376 -2.34871 0.12608
C -0.97616 -1.42980 0.98440
C -0.36707 -0.29283 0.20095
C 0.25136 0.91882 0.95937
C 1.06271 1.70566 0.04878
C 0.34452 0.30750 -1.66510
O 0.50508 -0.77623 -0.76699
H -0.97076 -2.55253 -0.56722
H -0.20179 -1.93240 1.59331
H -1.73174 -1.04117 1.67431
H -0.60249 0.74793 -0.96927
H 0.91053 0.45273 1.70853
H -0.54019 1.46264 1.48118
H 2.07873 1.37467 -0.14374
H 0.88284 2.77005 -0.07665
H 1.27854 0.65949 -2.10747
H -0.31033 -0.02581 -2.48047

---

Run y
17
Properties=species:S:1:pos:R:3 method="wB97M-V/def2-TZVPD" homo_energy_ha=-0.311 smiles="C=C/C=C/CO.O" charge=0
C -2.77187 -1.30243 -0.30789
C -1.52674 -1.06712 0.13480
C -0.73838 -0.09633 -0.61404
C 0.46448 0.31969 -0.06981
C 1.21623 1.20818 -0.95794
O 0.66095 2.51086 -0.77924
H -3.38942 -1.05353 -1.20463
H -3.43163 -1.84241 0.28849
H -1.11941 -1.35836 1.12421
H -1.08565 0.18055 -1.58916
H 0.69648 0.06625 0.87042
H 1.26687 0.73806 -1.99793
H 2.23595 1.40461 -0.42928
H 1.24223 2.98927 -0.09520
O 1.77177 -1.57728 2.10639
H 1.65971 -1.75524 1.21501
H 2.60087 -1.20979 2.09018

---

Which of them is least stable? Easy: run x.

---

Run w
17
Properties=species:S:1:pos:R:3 method="wB97M-V/def2-TZVPD" homo_energy_ha=-0.338 charge=0
C 2.14656 -0.07672 -0.55079
C 0.83064 0.26560 0.11625
O 0.05930 1.06058 -0.75395
C -1.21894 1.22222 -0.16841
C -1.67830 -0.12908 0.36365
C 0.03809 -1.02295 0.41704
O -0.02164 -1.97426 -0.49523
H 2.67659 0.84003 -0.82247
H 1.94280 -0.66880 -1.44546
H 2.77830 -0.66651 0.12169
H 0.98889 0.80540 1.06775
H -1.87477 1.61929 -0.94679
H -1.16745 1.95466 0.65263
H -1.95217 -0.16655 1.41815
H -2.52733 -0.55050 -0.20355
H 0.07024 -1.32844 1.48073
H -1.09081 -1.18398 -0.25126

---

Run x
17
Properties=species:S:1:pos:R:3 method="wB97M-V/def2-TZVPD" homo_energy_ha=-0.327 smiles="C=C/C=C/CO.O" charge=0
C -2.30798 -0.86117 -0.64331
C -1.28027 -1.29477 0.05418
C 0.08793 -0.84320 -0.27515
C 1.05544 -0.71896 0.62767
C 2.38489 -0.08886 0.33030
O 2.79360 -0.12456 -1.04451
H -2.15859 -0.22922 -1.51143
H -3.35766 -1.13212 -0.57080
H -1.41035 -1.86478 0.96856
H 0.21292 -0.55966 -1.32272
H 0.94764 -1.06959 1.63902
H 3.21618 -0.57170 0.85893
H 2.36043 0.97013 0.63623
H 2.12296 -0.57131 -1.56946
O -1.77116 2.72978 0.84567
H -0.86457 3.05178 0.95316
H -2.03142 3.17821 0.02366

---

Run y
17
Properties=species:S:1:pos:R:3 method="wB97M-V/def2-TZVPD" homo_energy_ha=-0.317 charge=0
C -1.11194 1.35150 -1.32432
C -1.26088 0.10865 -0.50032
C -1.09449 -0.00244 0.81480
O -0.51836 0.91257 1.65757
H -0.48075 1.20213 -2.20463
H -0.69920 2.19600 -0.76082
H -2.11196 1.64597 -1.66309
H -1.55947 -0.79217 -1.03128
H -1.37447 -0.89833 1.36111
H -0.01093 1.54664 1.13189
C 1.21136 -1.60541 0.58818
C 1.64229 -0.26744 0.10746
O 1.45966 0.15484 -1.00921
H 2.16206 -2.08266 0.30649
H 0.39268 -2.05547 0.02680
H 1.05912 -1.68043 1.67007
H 2.29528 0.26605 0.82932

---

Which of them is least stable? Easy: run w.